{
  "formula": "C65H150N10O10",
  "method": "the ωB97M-V functional and the def2-TZVPD basis",
  "species": ["C", "C", "C", "C", "C", "C", "N", "O", "C", "C", "C", "H", "H", "H", "H", "H", "H", "H", "H", "H", "H", "H", "H", "H", "H", "H", "H", "H", "H", "H", "C", "C", "C", "C", "C", "C", "N", "O", "C", "C", "C", "H", "H", "H", "H", "H", "H", "H", "H", "H", "H", "H", "H", "H", "H", "H", "H", "H", "H", "H", "C", "C", "C", "C", "C", "C", "N", "O", "C", "C", "C", "H", "H", "H", "H", "H", "H", "H", "H", "H", "H", "H", "H", "H", "H", "H", "H", "H", "H", "H", "C", "C", "C", "C", "C", "C", "N", "O", "C", "C", "C", "H", "H", "H", "H", "H", "H", "H", "H", "H", "H", "H", "H", "H", "H", "H", "H", "H", "H", "H", "C", "C", "C", "C", "C", "C", "N", "O", "C", "C", "C", "H", "H", "H", "H", "H", "H", "H", "H", "H", "H", "H", "H", "H", "H", "H", "H", "H", "H", "H", "C", "C", "C", "O", "C", "N", "H", "H", "H", "H", "H", "H", "H", "H", "H", "H", "H", "C", "C", "C", "O", "C", "N", "H", "H", "H", "H", "H", "H", "H", "H", "H", "H", "H", "C", "C", "C", "O", "C", "N", "H", "H", "H", "H", "H", "H", "H", "H", "H", "H", "H", "C", "C", "C", "O", "C", "N", "H", "H", "H", "H", "H", "H", "H", "H", "H", "H", "H", "C", "C", "C", "O", "C", "N", "H", "H", "H", "H", "H", "H", "H", "H", "H", "H", "H"],
  "xyz": [[0.710, -3.903, 4.060], [-0.761, -3.353, 4.017], [-1.601, -4.280, 4.909], [-3.016, -3.803, 5.208], [-2.890, -2.464, 5.793], [-2.213, -1.417, 4.889], [-0.868, -1.993, 4.607], [-0.158, -1.109, 3.793], [-3.034, -1.074, 3.704], [-2.057, -0.150, 5.744], [-1.221, -3.575, 2.506], [1.407, -3.358, 3.394], [0.702, -4.961, 3.814], [1.105, -3.687, 5.068], [-1.630, -5.275, 4.501], [-1.245, -4.392, 5.922], [-3.446, -4.442, 5.934], [-3.787, -3.793, 4.401], [-2.233, -2.532, 6.702], [-3.842, -2.030, 6.223], [-3.387, -1.866, 3.048], [-3.931, -0.530, 3.955], [-2.437, -0.349, 3.112], [-1.518, -0.378, 6.639], [-1.450, 0.637, 5.271], [-3.047, 0.221, 6.045], [-1.192, -4.627, 2.233], [-0.669, -3.017, 1.753], [-2.290, -3.367, 2.344], [-0.498, -1.009, 2.889], [4.542, 0.358, -1.932], [5.779, 0.535, -0.909], [6.980, 1.109, -1.784], [7.068, 2.640, -1.951], [6.789, 3.333, -0.590], [5.444, 2.888, 0.004], [5.485, 1.406, 0.237], [4.328, 1.006, 0.907], [5.379, 3.591, 1.344], [4.341, 3.370, -0.984], [6.193, -0.807, -0.302], [4.659, -0.592, -2.393], [4.303, 1.202, -2.576], [3.679, 0.296, -1.309], [7.952, 0.831, -1.386], [6.888, 0.567, -2.694], [6.372, 3.002, -2.699], [8.085, 2.922, -2.248], [6.675, 4.431, -0.630], [7.531, 3.104, 0.102], [4.444, 3.398, 1.953], [6.172, 3.211, 2.007], [5.546, 4.686, 1.244], [4.139, 4.455, -0.766], [4.632, 3.305, -2.009], [3.430, 2.766, -0.734], [6.976, -0.648, 0.394], [6.595, -1.475, -1.175], [5.366, -1.375, 0.129], [4.671, 0.790, 1.777], [1.320, 2.265, -2.941], [0.662, 3.461, -3.560], [0.931, 3.354, -5.022], [0.203, 4.389, -5.898], [-1.280, 4.367, -5.629], [-1.603, 4.521, -4.155], [-0.778, 3.537, -3.362], [-1.119, 3.609, -1.969], [-1.470, 5.960, -3.622], [-3.040, 4.041, -3.981], [1.419, 4.725, -2.987], [0.816, 1.386, -3.339], [1.072, 2.186, -1.868], [2.395, 2.233, -3.156], [1.945, 3.324, -5.270], [0.511, 2.374, -5.318], [0.277, 4.127, -6.987], [0.610, 5.403, -5.735], [-1.653, 3.357, -5.923], [-1.812, 5.123, -6.214], [-1.667, 5.981, -2.584], [-0.522, 6.317, -3.843], [-2.244, 6.508, -4.181], [-3.192, 2.997, -4.321], [-3.469, 4.236, -3.036], [-3.689, 4.654, -4.642], [1.028, 4.983, -2.004], [1.390, 5.591, -3.665], [2.482, 4.567, -2.783], [-1.452, 2.716, -1.792], [0.295, -6.838, -1.491], [0.782, -5.431, -1.202], [1.574, -5.543, 0.130], [2.392, -4.293, 0.476], [3.302, -3.934, -0.707], [2.596, -3.894, -2.034], [1.834, -5.119, -2.188], [1.309, -5.188, -3.575], [1.717, -2.627, -2.161], [3.674, -3.922, -3.114], [-0.523, -4.568, -0.995], [-0.144, -7.340, -0.603], [1.093, -7.385, -1.917], [-0.486, -6.911, -2.245], [0.924, -5.858, 1.032], [2.243, -6.410, 0.002], [2.956, -4.433, 1.411], [1.775, -3.409, 0.577], [4.107, -4.638, -0.837], [3.719, -2.927, -0.613], [1.157, -2.313, -1.278], [2.381, -1.812, -2.367], [1.118, -2.815, -3.017], [4.192, -4.897, -3.153], [3.284, -3.829, -4.124], [4.369, -3.067, -2.963], [-1.040, -4.203, -1.913], [-0.361, -3.752, -0.348], [-1.227, -5.292, -0.554], [0.576, -4.550, -3.626], [-2.341, 4.642, 2.497], [-0.839, 4.371, 2.546], [-0.342, 3.754, 1.241], [1.153, 3.900, 1.084], [1.750, 5.317, 1.419], [1.220, 5.887, 2.736], [-0.283, 5.725, 2.744], [-0.674, 6.174, 4.085], [1.909, 5.227, 3.880], [1.415, 7.365, 2.799], [-0.560, 3.345, 3.691], [-2.509, 5.347, 1.719], [-2.733, 4.812, 3.486], [-2.777, 3.687, 2.105], [-0.659, 2.745, 1.165], [-0.880, 4.263, 0.460], [1.437, 3.747, 0.026], [1.684, 3.099, 1.609], [1.482, 5.950, 0.581], [2.811, 5.160, 1.500], [1.968, 4.152, 3.751], [2.976, 5.568, 4.019], [1.347, 5.469, 4.775], [2.422, 7.617, 2.577], [0.831, 7.930, 2.089], [1.177, 7.735, 3.816], [0.456, 3.066, 3.803], [-1.073, 2.396, 3.623], [-0.865, 3.842, 4.660], [-1.115, 7.024, 3.840], [-5.422, 2.399, -0.916], [-5.793, 0.950, -1.000], [-7.298, 0.830, -0.940], [-7.885, 1.276, 0.320], [-7.890, 0.286, 1.330], [-5.217, 0.388, -2.196], [-5.973, 2.869, -0.124], [-5.641, 2.967, -1.816], [-4.397, 2.661, -0.655], [-5.424, 0.358, -0.172], [-7.696, -0.177, -1.129], [-7.745, 1.539, -1.645], [-6.958, -0.264, 1.411], [-8.719, -0.451, 1.130], [-8.063, 0.795, 2.262], [-5.396, 0.904, -3.034], [-5.495, -0.566, -2.425], [-2.304, -1.464, -0.618], [-1.701, -0.123, -0.422], [-0.200, 0.013, -0.376], [0.269, -0.860, 0.614], [1.680, -0.651, 0.753], [-2.202, 0.756, -1.581], [-3.341, -1.516, -0.907], [-2.204, -2.131, 0.266], [-1.750, -2.044, -1.393], [-2.118, 0.356, 0.482], [0.097, 1.028, -0.120], [0.253, -0.257, -1.308], [1.993, 0.324, 1.122], [2.257, -0.845, -0.188], [1.917, -1.451, 1.458], [-3.138, 0.444, -1.818], [-1.644, 0.468, -2.403], [2.686, 1.234, 3.964], [3.326, -0.071, 4.364], [4.860, 0.121, 4.621], [5.457, 0.418, 3.334], [6.895, 0.628, 3.453], [2.665, -0.481, 5.648], [2.860, 2.048, 4.701], [1.595, 1.151, 3.828], [3.126, 1.649, 3.037], [3.152, -0.863, 3.605], [5.371, -0.736, 5.004], [4.977, 0.970, 5.296], [7.413, 0.412, 2.513], [7.227, -0.059, 4.192], [7.110, 1.666, 3.826], [2.975, -1.443, 5.995], [1.665, -0.622, 5.512], [-3.203, -3.141, -4.048], [-2.354, -3.511, -5.242], [-1.131, -2.699, -5.322], [-1.467, -1.309, -5.526], [-0.388, -0.471, -5.131], [-1.962, -4.905, -5.188], [-4.243, -3.541, -4.110], [-3.194, -2.070, -3.888], [-2.717, -3.456, -3.097], [-2.968, -3.410, -6.122], [-0.344, -2.986, -6.013], [-0.641, -2.698, -4.387], [0.205, -1.040, -4.329], [-0.751, 0.467, -4.809], [0.261, -0.329, -5.995], [-1.948, -5.259, -6.121], [-2.721, -5.368, -4.658], [-5.540, -6.208, 0.588], [-5.121, -5.481, -0.680], [-4.242, -4.219, -0.363], [-4.458, -3.560, 0.897], [-5.629, -2.704, 0.787], [-4.361, -6.204, -1.703], [-6.440, -6.832, 0.328], [-5.815, -5.448, 1.336], [-4.735, -6.805, 0.956], [-6.062, -5.067, -1.147], [-4.233, -3.563, -1.233], [-3.198, -4.622, -0.273], [-6.498, -3.353, 0.493], [-5.517, -1.852, 0.088], [-5.904, -2.389, 1.798], [-3.825, -6.890, -1.164], [-5.059, -6.748, -2.223]],
  "forces_ev_per_a": [[-0.143, 1.823, 0.639], [-0.046, -1.282, -0.755], [-0.943, -0.057, -0.192], [-0.821, -0.047, -1.539], [-0.175, 2.148, 2.158], [-0.036, -0.963, 1.602], [-0.083, -0.276, -1.074], [1.371, 1.050, 0.031], [-0.027, 0.914, -1.812], [0.329, 0.220, -0.403], [-1.098, 0.472, 0.785], [-0.588, -0.287, -0.042], [0.092, -0.055, 0.113], [-0.135, -0.551, -0.186], [0.148, -0.482, -0.428], [1.060, 0.120, 0.207], [-0.394, -0.896, 0.842], [0.907, -0.105, -0.049], [-0.385, -0.027, -0.641], [0.685, -0.481, -0.767], [0.372, -0.283, 0.069], [-0.306, 0.286, 0.520], [-0.408, -0.348, -0.119], [0.325, -0.359, 0.711], [-0.516, -0.184, -0.196], [0.279, 0.046, -0.276], [0.582, -0.253, 0.232], [0.302, 0.172, 0.200], [0.286, 0.268, 0.182], [-0.402, -0.505, -0.030], [0.888, 0.693, 2.171], [-0.429, 0.846, -1.311], [-0.287, 0.360, 1.643], [-0.053, 0.178, 0.853], [-1.805, -0.071, -1.588], [0.337, -0.266, -0.822], [1.245, 1.651, -0.573], [-0.749, -0.151, -0.696], [-0.885, 0.009, 1.595], [-1.019, 0.301, 2.362], [-0.221, -1.360, -3.078], [0.097, -0.629, -0.994], [0.705, -0.197, -0.352], [-0.824, -0.276, 0.566], [0.023, -0.392, 0.507], [0.031, -0.161, -1.088], [0.044, 0.085, -0.230], [-0.228, -0.158, -0.267], [0.495, -0.364, -0.468], [1.582, -0.429, 1.214], [0.704, 0.350, -0.969], [0.008, 0.054, -0.338], [-0.322, -0.651, -0.029], [-0.017, -0.957, -0.201], [-0.056, -0.298, -0.555], [0.516, 0.706, -0.593], [0.691, 0.038, 0.744], [-0.539, 1.034, 1.530], [0.014, 0.288, 0.164], [0.074, -0.268, 0.748], [-1.128, -1.051, 1.055], [1.492, 2.594, 0.824], [-2.599, -0.380, -1.674], [0.280, 0.102, -0.830], [0.058, -0.800, 0.298], [-0.153, -0.913, 1.592], [-0.450, -0.803, -0.395], [0.573, 0.399, -0.736], [-1.923, -1.275, -1.651], [-0.804, 0.415, -1.852], [0.079, 0.031, -0.064], [0.242, -0.403, -0.330], [0.672, 0.359, -0.187], [-0.417, 0.028, 0.238], [1.769, 0.065, -0.029], [0.218, 0.174, -0.082], [0.565, 0.330, 0.872], [-0.058, -0.351, -0.216], [0.105, 0.661, 0.015], [-0.007, -0.075, 0.100], [-0.181, 0.104, 1.101], [1.643, 1.012, -0.309], [0.341, 0.324, 0.379], [0.284, 0.429, 0.500], [-0.083, -0.221, 1.406], [0.355, -0.219, -0.012], [-0.398, 0.201, -0.044], [-0.232, -0.213, 0.313], [-0.007, -0.441, -0.324], [-0.376, -0.317, 0.136], [-1.138, -0.419, -0.116], [-0.450, -0.254, 0.816], [-0.433, -0.368, 1.360], [0.291, -0.064, -0.720], [0.102, 0.058, 0.507], [-0.572, 0.266, -0.255], [-1.211, -0.428, -1.337], [0.184, 0.057, 1.621], [0.997, -0.498, 0.441], [0.496, 0.437, -0.566], [0.228, -1.213, -1.319], [0.567, 0.343, -0.253], [0.999, -0.897, -0.045], [-0.177, 0.489, -0.191], [0.520, 0.684, -1.516], [0.044, 0.347, -0.012], [-0.134, 0.088, -0.336], [-0.602, -0.031, 0.491], [0.494, -0.340, 0.324], [0.251, -0.123, 0.388], [-0.222, -0.581, -0.119], [0.372, 0.707, -0.391], [-0.921, 0.415, -0.670], [-0.031, 0.509, 0.497], [-0.354, 0.262, -0.003], [-0.164, -0.681, 0.024], [0.665, -0.329, 0.327], [0.078, 1.001, 0.800], [0.184, 0.525, 0.114], [-0.054, -0.255, -0.013], [0.335, -2.978, -0.759], [-0.351, -0.934, 1.279], [0.107, 2.029, 0.225], [1.005, 0.289, -0.832], [-1.574, -1.484, 0.087], [-0.954, -0.223, -1.318], [1.459, -0.403, 0.666], [-0.864, 0.888, -1.258], [1.312, -0.135, 1.001], [-0.074, 0.956, 0.991], [-0.877, 1.708, 1.371], [-0.484, 1.101, -0.191], [-0.302, 0.539, 0.038], [-0.072, 0.594, 0.458], [-0.250, -1.114, 0.185], [0.049, 0.375, -0.733], [-0.251, -0.164, 0.298], [-0.023, 0.152, 0.293], [0.158, 0.412, -0.133], [0.581, 0.393, -0.148], [0.020, -0.079, 0.071], [-1.071, -0.047, -0.287], [0.175, -0.200, 0.344], [1.187, 0.197, -0.005], [-0.537, -0.082, -0.347], [0.218, -0.087, -0.534], [0.996, -0.043, -0.090], [-0.664, -0.068, -0.440], [0.307, -0.705, -0.865], [0.394, -0.996, 0.554], [0.579, 1.076, 0.728], [-0.209, -0.253, -0.179], [-1.792, 0.673, 0.822], [0.932, -0.331, -0.562], [-0.929, -0.498, -0.791], [0.365, -1.216, -0.636], [-0.619, 0.186, 0.400], [-0.222, -0.227, -0.368], [0.359, -0.650, -0.241], [0.490, 0.126, 0.483], [0.357, -0.018, -0.229], [0.077, -0.290, -0.285], [0.322, -0.057, -0.068], [0.668, 0.515, 0.298], [-0.187, 0.119, 0.418], [-0.163, 0.676, -0.269], [-0.072, 0.132, 0.447], [1.550, -2.843, 0.498], [-1.730, 2.516, -1.322], [-0.967, -0.443, 0.689], [1.021, 0.458, 0.059], [0.240, -1.577, 0.115], [1.616, -0.511, 0.326], [-0.431, 0.627, -0.020], [-0.112, 0.527, -0.256], [-0.260, 0.544, 0.151], [0.171, -0.232, -0.115], [-0.112, 0.381, -0.121], [0.264, -0.111, -0.995], [-0.413, 0.193, 0.128], [-0.680, 0.181, 0.553], [0.655, 0.372, 0.147], [-0.331, 0.299, 0.061], [-0.250, 0.227, 0.353], [0.031, 1.267, -0.584], [0.044, -0.878, 1.342], [-1.314, 0.833, -1.617], [0.987, 0.143, 0.356], [-1.175, 0.927, 0.075], [0.895, -1.659, 0.505], [-0.079, -0.721, -0.010], [0.416, -0.194, 0.014], [-0.296, -0.401, 0.174], [0.340, 0.520, 0.010], [0.054, -0.815, 0.515], [0.107, 0.030, 0.125], [-0.477, 0.266, 0.074], [0.654, -0.652, 0.693], [-0.171, -0.804, -0.500], [-0.200, 1.770, -0.849], [0.072, 0.295, -0.323], [0.045, -0.020, 1.147], [-0.877, -0.528, -0.347], [0.401, 2.420, -0.549], [-0.061, -0.332, 0.196], [0.876, -2.420, -0.063], [-0.628, -0.626, 1.565], [0.806, 0.287, 0.119], [-0.471, 0.436, -0.470], [-0.339, -0.503, -0.588], [-0.253, 0.751, -0.580], [-0.269, -0.482, -0.648], [0.525, -0.551, 1.576], [-0.589, 1.302, -0.774], [-0.493, 0.990, 0.537], [0.338, 0.156, 0.038], [0.076, -0.579, -0.442], [0.828, -0.179, -0.569], [-1.406, 0.224, -0.951], [-0.806, 2.631, -0.080], [1.565, -1.569, 0.956], [-1.258, 0.961, -1.411], [-0.411, -1.619, 0.447], [-0.951, -0.796, 0.479], [0.933, 0.323, 0.580], [0.037, -0.486, -0.113], [0.504, -0.561, 0.461], [0.793, -0.587, 0.188], [-0.208, 0.338, 0.104], [-0.772, 0.444, -0.085], [0.572, 0.703, -0.192], [0.169, -0.452, 0.323], [0.416, 0.335, -0.159], [0.173, 0.047, -0.535], [0.587, 0.036, 0.035]],
  "mulliken_charge": [-1.580, 1.734, -1.465, -0.201, -1.689, 2.729, -0.052, 1.258, -1.226, -2.121, -0.553, -0.236, 0.372, 0.520, 0.460, 0.329, 0.590, -0.057, 0.326, 0.334, -0.330, 0.735, -0.240, 0.528, 0.061, 0.443, 0.391, -0.426, -0.124, -0.347, -1.440, 1.732, -1.510, -0.649, -1.721, 1.269, 0.076, 1.468, -1.516, -1.057, -1.613, 0.797, 0.366, -0.365, 0.456, 0.466, 0.277, 0.497, 0.406, 0.592, -0.198, 0.338, 0.550, 0.573, 0.433, -0.379, 0.386, 0.375, -0.036, 0.015, 0.222, 1.981, -1.255, -0.858, -1.130, 1.502, 0.847, 0.451, -1.943, -2.085, -2.058, -0.338, -0.902, -0.029, 0.625, -0.026, 0.461, 0.342, 0.297, 0.440, 0.264, 0.437, 0.507, 0.263, 0.399, 0.467, 0.343, 0.418, 0.258, -0.101, -2.265, 1.963, -1.564, 1.130, -0.972, 2.047, 0.228, -0.582, -0.112, -2.055, -0.177, 0.337, 0.614, 0.252, 0.054, 0.518, 0.790, -1.162, 0.771, -0.482, -1.210, 0.115, 0.084, 0.538, 0.335, 0.268, -0.394, -0.477, 0.682, 0.331, -2.189, 2.611, -0.305, 2.829, -2.535, 2.434, -0.185, -0.528, -1.467, -2.386, -1.852, 0.551, 0.506, 0.198, -0.135, 0.009, -1.215, -0.526, 0.328, 0.450, -0.210, 0.382, 0.413, 0.481, 0.437, 0.460, -0.042, 0.451, 0.480, 0.388, -1.471, 1.518, -1.059, -0.384, -0.306, -0.542, 0.553, 0.438, -0.003, -0.438, 0.358, 0.361, -0.087, 0.249, 0.337, 0.259, 0.204, 1.309, 0.166, 0.594, 0.683, 1.206, 0.302, 0.019, -0.501, -0.878, -0.137, -0.929, 0.097, -0.032, -0.855, -0.504, -0.165, -0.237, -0.725, 1.993, -1.231, -0.312, -1.016, -0.877, 0.519, -0.228, -0.456, -0.313, 0.545, 0.334, 0.117, 0.521, 0.249, 0.348, 0.099, -0.988, 0.395, 0.394, -0.430, 0.319, -0.541, 0.351, 0.297, -0.095, 0.555, 0.426, -0.882, -0.082, -0.213, 0.210, 0.272, 0.197, -1.410, -0.181, 1.354, 0.179, -1.008, -0.433, 0.354, 0.276, 0.373, 0.438, 0.095, -1.469, 0.397, 0.238, 0.384, 0.274, 0.272],
  "max_force_ev_per_a": 3.37,
  "gap_ha": 0.313,
  "e_above_lowest_kj_mol": 85.8,
  "smiles": "CC1(C)CCCC(C)(C)N1O.CC1(C)CCCC(C)(C)N1O.CC1(C)CCCC(C)(C)N1O.CC1(C)CCCC(C)(C)N1O.CC1(C)CCCC(C)(C)N1O.COC[C@H](C)N.COC[C@H](C)N.COC[C@H](C)N.COC[C@H](C)N.COC[C@H](C)N",
  "mol_weight_da": 1231.97,
  "lumo_energy_ev": 0.40
}